[1]
This record from the OMol25 dataset describes a cluster of 5 separate species, C13H22Br8F2N3O6S2 in total. The level of theory is wB97M-V/def2-TZVPD.

Structure (XYZ):
```
56
Properties=species:S:1:pos:R:3:forces:R:3:mulliken_charge:R:1
C 0.368648 -1.745262 0.523872 -0.6 -1.1 -1.6 -0.36
C 1.708912 -2.153995 -0.270213 0.7 0.3 -0.5 0.47
C 1.742228 -1.716736 -1.839275 -0.5 0.0 0.9 -0.68
N 2.737244 -2.835635 0.239237 -1.5 4.0 0.2 -0.48
S 3.971516 -1.738275 0.820016 3.5 -2.4 0.8 0.98
O 3.932549 -1.835905 2.322861 -0.4 0.7 -3.8 -0.61
O 5.267019 -2.219810 0.193791 -3.3 1.4 1.6 -0.67
N 3.596607 -0.185628 0.180324 1.0 1.2 1.4 -0.25
S 4.624213 1.032544 0.785360 5.4 -4.0 2.4 1.02
O 5.997308 1.075538 0.130457 -4.6 0.6 0.6 -0.67
O 4.838590 1.023156 2.277575 -1.8 0.7 -3.3 -0.63
N 3.787684 2.558856 0.430837 -1.4 -1.9 -1.4 0.07
C 2.462266 2.607947 1.077562 -4.0 4.3 0.0 0.56
O 1.786072 3.672741 1.005265 3.3 -5.1 0.4 -0.53
F 1.872345 1.545198 1.824696 2.5 2.2 -2.0 -0.15
C 3.670907 2.747279 -1.051180 -3.5 0.1 -2.7 0.52
O 2.579984 2.647117 -1.675721 5.9 0.7 2.9 -0.43
F 4.888669 3.104814 -1.723862 -3.3 -1.0 2.4 -0.20
H 0.439572 -0.725605 1.063662 0.7 -2.1 -0.8 -0.25
H -0.012827 -2.596429 1.206096 1.0 1.5 -0.8 0.28
H -0.458513 -1.617173 -0.282648 1.4 -0.1 1.4 0.26
H 2.763146 -1.963453 -2.299509 -1.6 0.5 0.9 0.14
H 0.928193 -2.347044 -2.353363 1.2 0.8 0.7 0.26
H 1.438190 -0.610292 -1.981366 0.6 -1.7 0.4 0.23
Br -0.035906 -5.337281 -2.575601 0.0 0.1 -0.1 -0.12
C -0.016476 -4.990603 -4.493685 -0.2 -0.3 0.1 -0.64
C 1.358132 -5.209963 -5.076016 0.2 0.3 -0.2 -0.55
Br 2.548484 -3.724715 -4.656587 0.0 -0.2 -0.1 -0.08
H -0.389830 -3.976474 -4.637892 0.2 -0.1 0.0 0.38
H -0.730532 -5.699715 -4.917222 0.1 0.1 0.0 0.35
H 1.313511 -5.238513 -6.166408 -0.1 0.0 0.1 0.32
H 1.841607 -6.117341 -4.713122 -0.2 0.1 0.0 0.37
Br -3.705442 -1.052831 -1.466388 0.0 0.0 0.1 -0.14
C -4.202262 -0.025500 0.114329 -0.2 0.0 -0.1 -0.07
C -3.249294 1.120648 0.343744 0.1 0.1 0.4 -0.59
Br -1.567053 0.498946 1.107956 -0.8 0.6 -0.1 -0.02
H -4.245307 -0.725884 0.948793 0.1 0.1 -0.1 0.41
H -5.207384 0.346559 -0.094408 0.3 -0.1 0.1 -0.26
H -3.655720 1.816689 1.080188 -0.1 -0.1 -0.1 0.35
H -3.002024 1.666763 -0.567244 -0.1 -0.2 0.1 0.40
Br -6.390964 2.118923 -1.556199 -0.2 0.1 -0.2 -0.11
C -8.192670 1.400371 -1.746564 0.1 0.3 -0.1 -0.56
C -8.854297 1.218850 -0.403044 -0.2 -0.2 0.1 -0.59
Br -8.172727 -0.361565 0.512775 0.0 0.1 0.0 -0.13
H -8.107591 0.474319 -2.315495 0.0 0.1 0.2 0.37
H -8.731137 2.139534 -2.342857 0.0 -0.1 0.1 0.34
H -9.924107 1.037932 -0.522709 0.1 0.0 -0.1 0.34
H -8.706521 2.064457 0.269094 0.0 -0.1 -0.2 0.36
Br 1.246221 2.437838 5.684835 0.0 0.1 0.0 -0.14
C 2.776205 3.274622 4.812732 0.0 -0.3 -0.1 -0.34
C 3.741662 3.840223 5.823862 0.1 0.1 -0.1 -0.57
Br 3.081236 5.515276 6.574937 0.0 0.0 0.1 -0.18
H 2.380701 4.023608 4.126122 0.1 0.0 0.2 0.37
H 3.247839 2.473955 4.238044 0.0 0.1 0.1 0.08
H 4.689406 4.097511 5.347691 -0.1 -0.1 0.0 0.36
H 3.931717 3.169412 6.661862 -0.1 0.1 -0.2 0.40
```
Forces are in eV/Å.

Values from the calculation:
Charge: -1

---

[2]
This record from the OMol25 dataset describes a structure of composition C13H22CaN6O4. The level of theory is wB97M-V/def2-TZVPD.

Structure (XYZ):
```
46
Properties=species:S:1:pos:R:3:forces:R:3:mulliken_charge:R:1
Ca 0.380884 0.870068 -0.598040 4.5 1.4 1.6 1.94
O -2.249398 1.445621 -2.822178 -0.2 -0.1 0.2 -0.64
C -1.840834 1.251289 -1.694096 -0.9 0.5 -0.6 0.63
O -1.164056 2.072130 -0.949689 -2.2 1.8 -0.6 -0.76
C -1.878926 -0.075356 -0.941124 -1.0 -0.8 0.3 0.44
O -2.739307 -0.359896 -0.113510 -0.1 0.1 -0.3 -0.69
O -0.756041 -0.715386 -1.070506 -1.5 -1.9 -0.5 -0.76
C 1.730490 -1.069072 -5.550237 0.0 -0.2 -0.1 -0.88
N 1.432091 -0.027794 -4.590116 0.1 0.0 0.1 0.16
C 0.740132 1.132128 -4.839916 0.0 0.1 0.1 -0.23
C 0.643735 1.781963 -3.648095 0.1 0.0 -0.2 -0.78
N 1.267994 1.040501 -2.673884 0.6 0.1 -1.1 -0.47
C 1.725485 -0.038947 -3.277460 0.0 0.1 -0.1 -0.26
H 1.723783 -0.647567 -6.551857 0.0 0.0 0.0 0.32
H 0.989546 -1.867137 -5.503309 0.0 0.0 0.0 0.32
H 2.713315 -1.491708 -5.352042 0.0 0.0 0.0 0.33
H 0.376904 1.379206 -5.821723 0.0 0.0 0.0 0.43
H 0.138390 2.703601 -3.419510 0.0 0.0 0.0 0.46
H 2.273119 -0.833520 -2.794461 0.0 -0.1 -0.1 0.38
C -2.655239 -0.753361 3.286685 0.1 0.0 -0.1 -1.61
C -1.628017 0.376711 3.318827 0.0 0.1 0.2 1.55
C -2.364212 1.722980 3.272979 0.0 -0.1 -0.1 -1.81
C -0.779456 0.273744 4.584841 -0.1 0.0 -0.1 -1.77
N -0.751381 0.163712 2.143352 -0.1 -0.1 0.0 0.27
N 0.039534 1.294666 1.741200 -0.4 0.2 0.6 -0.75
H -3.324584 -0.676330 4.143594 0.0 0.0 0.0 0.45
H -2.155348 -1.723247 3.318291 0.0 0.0 0.0 0.35
H -3.244934 -0.702898 2.370751 0.0 0.0 0.0 0.40
H -3.159161 1.733609 4.018725 0.0 0.0 0.0 0.46
H -2.825511 1.868321 2.292207 0.0 0.0 0.0 0.36
H -1.703500 2.565192 3.488936 0.0 0.0 0.0 0.41
H -1.400940 0.430248 5.468167 0.0 0.0 0.0 0.43
H 0.016140 1.023518 4.599837 0.0 0.0 0.0 0.39
H -0.322265 -0.714052 4.648267 0.0 0.0 0.0 0.36
H -1.374437 -0.054536 1.365837 0.0 0.0 0.0 0.21
H 0.700997 1.481640 2.483702 0.1 -0.1 0.0 0.22
H -0.549889 2.123909 1.642209 0.0 0.0 0.2 0.30
N 1.256909 -1.692323 0.490243 0.1 -0.4 0.0 0.44
C 2.036551 -2.763120 0.690735 0.1 0.1 0.1 -0.21
C 3.341487 -2.346199 0.522699 0.0 0.0 0.0 -0.68
C 3.236993 -0.987518 0.194472 0.0 -0.2 0.1 -0.55
N 1.965080 -0.601372 0.172598 1.0 -0.8 0.3 -0.49
H 0.244679 -1.643694 0.402630 0.0 -0.1 0.0 -0.01
H 1.627462 -3.725988 0.944459 -0.1 0.0 0.0 0.47
H 4.235611 -2.936934 0.617068 0.0 0.0 0.0 0.40
H 4.030124 -0.286805 -0.011560 -0.1 0.1 0.0 0.48
```
Forces are in eV/Å.

Values from the calculation:
Energy relative to the best compared isomer or geometry (same formula, charge and spin): 143.4 kJ/mol
Charge: 0

---

[3]
This record from the OMol25 dataset describes the ion C13H22ClFN4O5P with charge +1. The level of theory is wB97M-V/def2-TZVPD.

Structure (XYZ):
```
47
Properties=species:S:1:pos:R:3:forces:R:3:mulliken_charge:R:1
C -3.843903 -1.830071 -0.641938 -0.2 0.2 -0.1 -1.29
C -3.538160 -0.371917 -1.003446 -0.2 0.0 -0.1 -0.28
C -2.732970 -0.244207 -2.301101 -0.2 -0.1 0.2 -0.72
C -1.240828 -0.520311 -2.117578 -0.2 0.1 -0.3 -0.43
N -0.466443 0.669424 -1.696572 0.2 -0.1 0.1 0.37
C -0.705187 1.962374 -2.370957 -0.1 0.2 0.3 -1.07
C 0.430561 0.623153 -0.762219 0.6 -0.1 0.0 -0.33
N 0.864966 -0.488130 -0.084174 0.0 0.0 -0.3 0.72
C 1.406767 -1.605416 -0.822631 0.0 -0.4 -0.1 -0.86
O 2.593269 -1.161935 -1.478977 -0.3 0.3 0.1 -0.32
N 3.414390 -2.321354 -1.823614 0.3 -0.2 -0.1 0.19
O 4.364809 -1.981111 -2.368798 -0.1 0.0 0.1 -0.27
C 1.458694 -0.066579 1.212794 -0.3 0.7 0.1 -0.03
C 3.005142 -0.165290 1.272967 0.0 0.3 0.3 -0.64
C 3.597629 -1.501246 1.639961 0.4 -0.2 -0.7 0.20
O 4.145006 -2.262423 0.915359 -0.3 0.2 0.4 -0.42
F 3.481368 -1.749486 2.953214 0.1 0.0 0.2 -0.21
P 0.685449 -1.255924 2.512143 0.0 -0.2 -0.2 0.16
O 0.549343 -0.214630 3.751305 -0.2 0.1 -0.1 -0.45
Cl -1.279502 -1.355127 1.828023 0.0 0.1 0.0 -0.23
C 1.094915 1.486561 1.192192 0.0 0.1 -0.2 0.22
C -0.228654 1.967919 1.830112 0.1 0.1 0.1 -0.65
C 0.041188 2.689490 3.143413 0.2 0.6 -0.1 -0.34
O 0.418793 3.836346 3.141068 -0.1 -0.6 0.0 -0.46
N 1.037063 1.787983 -0.260194 -0.8 -0.2 0.0 -0.39
H -3.032678 -2.509458 -0.913603 0.1 0.0 0.2 0.31
H -4.730367 -2.156540 -1.189597 0.1 -0.1 0.0 0.41
H -4.072142 -1.938903 0.417862 0.1 -0.1 0.0 0.31
H -3.028255 0.145352 -0.184406 0.1 0.0 0.0 0.06
H -4.487893 0.150750 -1.141153 0.1 0.0 0.1 0.41
H -2.925045 0.730827 -2.746207 0.1 0.0 -0.1 0.34
H -3.103465 -0.980687 -3.019595 0.0 0.1 0.0 0.46
H -1.121400 -1.276475 -1.345031 0.0 0.0 0.0 0.29
H -0.806550 -0.875318 -3.056504 0.1 0.0 0.1 0.19
H -1.201483 2.640191 -1.674376 0.0 -0.1 -0.1 0.33
H 0.237538 2.415838 -2.663234 -0.1 -0.1 -0.1 0.35
H -1.352710 1.805275 -3.224133 0.2 -0.1 -0.1 0.49
H 1.621193 -2.438183 -0.146533 0.1 0.2 0.0 0.46
H 0.706377 -1.966822 -1.573097 -0.1 0.1 0.1 0.64
H 3.448405 0.154074 0.330804 -0.1 -0.1 0.0 0.50
H 3.335704 0.539307 2.041798 0.0 -0.1 0.0 0.46
H -0.202914 -0.456951 4.313227 0.3 0.0 0.2 0.34
H 1.876408 2.139520 1.578933 0.2 -0.4 0.2 0.85
H -0.972599 1.184430 1.948013 0.1 0.0 0.0 0.26
H -0.619151 2.747489 1.174532 0.0 -0.1 0.0 0.42
H -0.085281 2.146206 4.086454 -0.1 -0.1 0.1 0.33
H 1.962605 1.871985 -0.674506 0.1 0.1 0.0 0.34
```
Forces are in eV/Å.

Values from the calculation:
Charge: +1
SMILES string: CCCCN(C)C1=[N+](CON=O)[C@](CC(=O)F)(P(O)Cl)[C@H](CC=O)N1

---

Computed max |F|, in the same sequence as the records: 7.13 4.94 0.85 eV/A.
Computed total energy, in the same sequence as the records: -618034.50589 -49409.43575 -54556.02638 eV.
Computed orbital gap, in the same sequence as the records: 0.248 0.316 0.343 Eh.